Entry 1:
22
Properties=species:S:1:pos:R:3:forces:R:3 method="wB97M-V/def2-TZVPD" relative_energy_kcal_mol=132.8
S -1.1183 1.5522 -0.3242 -1.2 -1.5 -1.6
O -1.8804 2.3315 0.6636 -0.5 0.7 1.1
N 0.7246 -0.5614 -0.7398 -0.9 -2.4 -1.3
N 1.4547 2.5440 0.9883 -0.6 0.8 -1.5
N -0.5695 -0.9008 -0.7035 -2.2 0.1 1.5
C 1.4187 0.4027 -0.2110 0.3 1.3 -0.9
C -0.8288 -2.3157 -0.9849 2.8 -1.3 -1.0
C -1.6824 -0.1641 -0.2895 4.2 1.7 0.3
C -2.7184 -0.6646 0.6782 -0.2 1.2 -0.7
C 1.1343 1.7373 -0.0042 -2.3 -0.4 0.9
C 2.8714 0.1801 -0.3874 0.4 -0.6 1.6
H 3.0443 -0.7984 -0.7886 0.3 -0.1 -0.8
H 1.0217 3.4634 0.8791 0.8 -0.3 0.6
H -3.6942 -0.8810 0.1897 0.6 0.2 0.5
H -2.7926 0.2098 1.3729 -0.4 -0.7 -0.4
H 3.3696 1.0278 -0.7724 0.5 0.6 -1.4
H 1.8759 2.2898 1.8497 0.1 -0.2 0.8
H -0.1694 -3.0113 -0.3232 -1.0 1.4 -1.2
H -0.5664 -2.5073 -2.0886 -0.3 0.1 1.7
H -2.3484 -1.5092 1.2287 0.0 -0.5 0.2
H 3.2971 0.1700 0.5874 0.5 -0.4 1.3
H -1.8435 -2.5947 -0.8204 -0.8 0.2 0.1


Entry 2:
13
Properties=species:S:1:pos:R:3:forces:R:3 method="wB97M-V/def2-TZVPD" relative_energy_kcal_mol=35.6
I 3.0117 -0.2689 -0.9515 -0.3 -0.2 1.3
Br -0.3978 0.5722 3.5094 0.1 -0.1 -0.7
Cl 1.2883 -1.8796 1.4254 -0.3 1.3 -1.0
N 0.1962 -0.1683 -0.3214 -0.7 -0.7 1.7
C 1.2383 -0.5983 0.2866 1.8 -1.4 -1.2
C 0.1502 1.1066 -0.9666 -4.3 1.0 -0.8
C -1.1290 -0.7016 0.0364 -1.4 0.1 -0.9
H -1.1424 -1.7386 -0.2920 0.0 -0.1 0.1
H -0.5742 1.1881 -1.8625 1.4 -0.8 1.2
H -1.8676 -0.1464 -0.6039 0.7 -0.5 0.8
H -1.4112 -0.6413 1.1029 0.6 0.4 -0.2
H 1.0235 1.6057 -1.1621 2.3 0.6 -0.4
H -0.3861 1.6707 -0.2008 0.1 0.5 0.0


Entry 3:
94
Properties=species:S:1:pos:R:3:forces:R:3 method="wB97M-V/def2-TZVPD" e_tot_ev=-124679.1299 charge=+1
S 0.6309 3.1832 3.2609 -1.5 -0.4 -1.8
S 2.7490 2.7600 3.1737 1.0 0.6 -0.3
P 3.3787 2.4804 5.2383 -0.5 -0.1 1.1
F 0.4065 3.8600 4.5974 0.6 -0.1 0.0
O -4.3335 3.4083 3.2052 0.0 0.0 0.0
O -0.0255 1.9400 3.1901 0.2 -0.3 0.9
O -4.0861 8.8001 6.9103 0.0 0.1 0.0
O -6.3727 3.3491 4.8342 0.1 0.1 -0.1
O 2.0852 -2.4014 -7.8312 0.2 -0.3 0.0
O 0.5658 5.9184 6.9807 0.0 0.0 -0.1
O 0.2362 -0.5450 1.7190 0.2 1.1 0.3
O 0.5001 -0.3397 -7.5732 -0.4 0.2 0.0
O 2.2371 2.5386 6.1406 0.1 0.0 -0.2
O 5.7992 -5.0651 -8.9156 0.1 0.0 0.0
O -2.1320 -4.6958 -3.4818 -0.1 -0.1 0.2
O 0.4658 4.1114 2.2103 0.5 0.4 0.5
O 1.8286 -0.2911 -3.0853 -0.1 -0.2 0.2
O -4.7448 -0.4673 7.0427 0.1 0.0 0.0
O 4.4259 3.6363 5.3306 -0.1 -0.1 0.0
O -2.6533 -0.3510 5.4604 0.0 -0.1 0.1
O -1.5943 4.9826 5.8095 0.2 0.1 0.2
O 6.9413 -2.9062 -9.8411 0.0 -0.1 0.0
O 4.1602 1.1252 5.1768 -0.1 0.1 -0.1
O 0.1879 -2.2703 -2.4597 0.0 0.1 0.0
O -1.9035 9.7932 7.9740 -0.1 0.0 0.0
O 3.1992 -0.2528 -8.8326 0.0 -0.1 0.1
O -2.4939 -9.7963 -2.1764 -0.1 -0.1 -0.1
O -1.1968 -2.2507 -6.9513 0.0 0.1 -0.1
O -1.1997 -5.3984 -1.1494 0.0 0.0 0.0
O -3.3463 -9.1029 -4.5485 0.0 -0.1 0.0
O 1.4241 -2.1806 0.7766 0.2 -1.0 0.0
C -2.2272 -5.8898 -3.2459 -0.1 -0.1 -0.2
C -0.5164 -1.8563 -6.0275 -0.1 -0.2 0.2
C -0.5964 -2.3677 -4.6681 -0.1 -0.1 -0.1
C -4.3534 2.4451 4.1121 0.1 0.0 -0.1
C -3.4937 0.5098 5.2632 0.0 0.2 -0.2
C -1.7251 6.0871 6.3193 -0.4 0.1 -0.1
C -3.3877 1.5258 4.2386 0.2 -0.1 0.0
C 3.8957 -1.3785 -8.8793 0.1 0.1 -0.1
C 1.2638 -0.2377 -5.3700 0.1 0.0 0.1
C -1.7829 8.6793 7.5102 0.3 -0.1 0.0
C 5.8182 -2.7345 -9.4076 -0.1 0.3 0.0
C -0.5180 6.6964 6.9858 0.1 0.1 0.1
C 1.1641 -0.7310 -4.0152 0.1 0.2 -0.2
C -5.5627 2.4596 5.0136 -0.1 -0.2 0.3
C -4.7158 0.5072 6.1474 -0.2 0.1 0.1
C -2.8543 -8.1466 -3.7833 0.0 0.1 -0.1
C 5.1298 -1.4589 -9.3977 0.1 0.0 0.0
C 2.8498 1.1362 2.3221 -0.6 -0.1 0.1
C -0.5458 7.9131 7.5371 0.0 0.1 0.0
C -5.6832 1.4282 6.0255 -0.1 0.1 0.0
C -1.7921 -7.6384 -1.5266 0.0 -0.1 0.0
C -3.0008 8.0536 6.8737 -0.1 -0.1 -0.1
C 2.4035 1.3075 0.8701 0.5 0.2 -0.1
C -2.3714 -8.6142 -2.4303 0.1 0.1 0.2
C -1.7185 -6.3554 -1.9051 0.1 -0.1 0.1
C 3.8733 -3.8615 -8.3246 -0.1 0.0 0.1
C 2.0200 0.0067 0.1612 -0.5 0.3 -0.1
C -2.9610 6.8322 6.3149 0.0 -0.1 -0.1
C 3.1966 -2.5827 -8.2971 0.1 -0.3 0.0
C 0.1942 -1.8438 -3.7269 -0.1 -0.1 0.0
C -2.7832 -6.8597 -4.1588 0.0 0.1 -0.1
C 5.1061 -3.9420 -8.8472 -0.1 -0.1 0.1
C 0.4757 -0.7624 -6.3198 0.2 0.4 0.1
C 1.2210 -1.0215 0.9159 0.2 0.1 0.1
H 3.2687 1.7026 0.3395 0.0 0.2 -0.1
H -0.1588 -0.8775 -8.0569 0.0 -0.1 0.0
H 0.3371 -0.8698 2.6234 -0.5 -0.6 -0.2
H 1.9788 0.5474 -5.5740 0.0 0.0 0.0
H -6.5603 1.4371 6.6568 0.0 0.0 0.0
H 1.3991 0.2861 -0.6917 0.1 0.1 -0.2
H 4.3000 4.1013 6.1782 0.2 0.2 -0.1
H 0.3156 8.3582 8.0146 0.0 0.0 0.0
H 2.3346 -0.4516 -8.4152 0.0 0.0 0.0
H -3.1289 -6.5135 -5.1226 0.0 0.0 0.0
H -5.1542 3.9235 3.3390 0.0 0.0 0.0
H -1.2622 -4.5682 -1.6618 0.0 0.0 0.0
H 0.2875 5.0891 6.5533 -0.1 -0.1 0.1
H 3.8357 0.5544 5.8975 0.1 -0.2 -0.2
H -3.8257 6.3787 5.8513 0.0 0.0 0.0
H 2.2400 0.4552 2.9054 -0.1 -0.1 0.0
H -3.9276 -0.9859 6.9153 0.0 0.0 0.0
H 3.8971 0.8575 2.4097 0.1 0.1 0.1
H -2.5164 1.5066 3.6002 0.0 0.0 0.0
H -3.2813 -9.9311 -4.0328 0.0 0.0 0.0
H 6.6524 -4.8359 -9.3347 0.0 0.0 0.0
H 0.8653 -1.7512 -1.9926 0.1 0.0 0.0
H -3.8432 9.6313 7.3640 0.0 0.0 0.0
H 1.6362 2.0694 0.7632 -0.3 -0.1 0.1
H -1.4333 -7.9847 -0.5680 0.0 0.0 0.0
H 3.3559 -4.7192 -7.9190 0.0 0.0 0.0
H -1.2927 -3.1683 -4.4454 0.1 0.2 -0.1
H 2.8776 -0.5150 -0.2465 0.2 0.0 0.0
H 5.6417 -0.6036 -9.8152 0.0 0.0 0.0


Entry 4:
9
Properties=species:S:1:pos:R:3:forces:R:3 method="wB97M-V/def2-TZVPD" relative_energy_kcal_mol=56.1
Br 1.1315 -1.9158 -0.0961 0.1 0.9 -0.3
Br 1.9591 0.9848 1.0418 -0.1 -0.2 -0.4
F -0.6436 -0.0763 -1.7346 0.1 -0.5 0.1
F 1.1701 1.2870 -2.3306 0.3 0.1 0.1
O -2.0266 0.7194 1.5523 -1.8 0.7 0.9
O -1.3476 -1.3886 1.4019 -1.5 -1.6 1.0
N 0.2249 0.6478 -0.9910 -0.2 0.5 0.2
N -1.4054 -0.2301 1.3068 2.8 1.0 -1.7
C 0.9376 -0.0282 -0.1504 0.3 -0.8 0.0


Entry 5:
123
Properties=species:S:1:pos:R:3:forces:R:3 method="wB97M-V/def2-TZVPD" relative_energy_kcal_mol=0.0 charge=+2
P 3.1108 -0.3343 -0.4586 0.0 0.0 0.0
P -2.6914 0.1457 -1.1836 0.0 0.0 0.0
P -0.8436 -0.6713 2.6902 0.1 0.0 0.0
Al -0.6979 -0.4552 0.2196 0.0 0.0 0.1
N 1.4066 1.8469 -0.9608 0.0 0.1 0.1
N 0.0059 -2.2120 -0.3543 0.0 0.0 -0.1
N -0.8575 2.1533 -1.0974 0.1 0.0 0.0
N -0.8567 -3.3473 -0.1731 0.1 0.0 0.0
C -3.1496 -2.1071 3.0768 0.0 0.0 0.0
C -4.4922 0.1084 -0.6868 0.0 0.0 0.0
C -5.3033 1.2216 -1.3637 0.0 0.0 0.0
C 0.0945 5.2325 -2.9696 0.0 0.0 0.0
C 4.0127 0.5027 1.9975 -0.1 0.0 0.0
C 0.1508 -4.7396 -1.9221 0.0 0.0 0.0
C -2.6996 -0.3614 4.8692 0.0 0.0 0.0
C -0.0044 -2.4699 4.7712 0.0 0.0 0.0
C 2.4336 -0.7499 -3.0483 0.0 0.0 0.0
C -3.4507 0.1617 -3.9305 0.0 0.0 0.0
C -2.4191 -0.4116 -2.9545 0.0 0.0 0.0
C 4.5363 -0.2601 0.7681 0.0 0.0 0.0
C 1.5620 -2.0446 2.8543 0.0 0.0 0.0
C 0.5137 1.0063 4.6055 0.0 0.0 0.0
C -2.5363 -0.7388 3.3950 0.0 0.0 0.0
C -4.5303 0.3432 0.8250 0.0 0.0 0.0
C -2.4507 -1.9440 -3.0107 0.0 0.0 0.0
C 4.0938 -2.3521 -2.1304 0.0 0.0 0.0
C -0.0113 0.9000 3.1731 0.0 0.0 0.0
C -0.9476 2.0602 2.8150 0.0 0.0 0.0
C -1.2394 -5.6976 -0.0729 0.0 0.0 0.0
C -0.2383 3.2211 -1.7510 0.0 0.0 0.0
C 4.8756 -1.6929 1.2001 0.0 0.0 0.0
C 1.0644 -4.8459 0.4176 0.0 0.0 0.0
C -0.1901 -4.6552 -0.4381 0.0 0.0 0.0
C 2.0163 3.9679 -2.2064 0.0 0.0 0.0
C -2.2840 1.9488 -1.1749 0.0 0.0 0.0
C 4.8051 -0.0729 -2.8458 0.0 0.0 0.0
C -0.7815 4.3165 -2.4051 0.0 0.0 0.0
C 1.4726 5.0607 -2.8673 0.0 0.0 0.0
C 3.6878 -0.8753 -2.1728 0.0 0.0 0.0
C 1.1442 3.0387 -1.6554 0.0 0.0 0.0
C -1.0325 0.0645 -3.4048 0.0 0.0 0.0
C 5.8123 0.4337 0.2885 0.0 0.0 0.0
C 2.7992 1.4741 -0.7442 0.0 0.0 0.0
C 0.0981 -2.1475 3.2788 0.0 0.0 0.0
C -5.1159 -1.2617 -0.9685 0.0 0.0 0.0
B 0.1579 1.2685 -0.5767 0.0 0.0 -0.1
H 5.7748 -0.2516 -2.3919 0.0 0.0 0.0
H -2.6776 2.3889 -2.0946 0.0 0.0 0.0
H -1.1628 -3.3292 0.7940 0.0 0.0 0.1
H -1.3229 1.9901 1.7889 0.0 0.0 0.0
H -4.4474 -0.2464 -3.7776 0.0 0.0 0.0
H 4.6235 0.2444 2.8651 0.0 0.0 0.0
H 6.4722 0.5938 1.1455 0.0 0.0 0.0
H 0.9017 -4.0008 -2.2216 0.0 0.0 0.0
H 2.0527 -3.0093 2.9907 0.0 0.0 0.0
H -1.0129 -2.7380 5.0770 0.0 0.0 0.0
H 3.3608 -2.9645 -1.5948 0.0 0.0 0.0
H -0.8538 -6.6988 -0.2606 0.0 0.0 0.0
H -3.0703 0.0198 2.8184 0.1 0.0 0.1
H 2.6687 -1.0529 -4.0713 0.0 0.0 0.0
H 4.0846 1.5819 1.8687 0.0 0.0 0.0
H 0.6377 -3.3268 4.9820 0.0 0.0 0.0
H 0.8343 -4.7534 1.4826 0.0 0.0 0.0
H -4.1184 -0.5141 1.3499 0.0 0.0 0.0
H -0.9660 1.1499 -3.4938 0.0 0.0 0.0
H -3.7552 -0.4567 5.1291 0.0 0.0 0.0
H -0.2389 -0.2634 -2.7326 0.0 0.0 0.0
H -2.2770 -2.2546 -4.0434 0.0 0.0 0.0
H -4.5221 -2.0767 -0.5465 0.0 0.0 0.0
H -1.6743 -2.3925 -2.3903 0.0 0.0 0.0
H 4.1670 -2.7370 -3.1507 0.0 0.0 0.0
H -2.1380 -1.0033 5.5430 0.0 0.0 0.0
H 4.6252 1.0032 -2.8535 0.0 0.0 0.0
H -0.8296 -0.3647 -4.3888 0.0 0.0 0.0
H 0.1840 -2.1310 -1.3570 -0.1 0.0 -0.1
H 5.6080 -1.6616 2.0105 0.0 0.0 0.0
H 0.9472 -2.3359 0.0396 0.0 0.0 0.1
H 5.6137 1.4094 -0.1599 0.0 0.0 0.0
H -1.8515 4.4721 -2.4644 0.0 0.0 0.0
H -4.9586 2.2148 -1.0737 0.0 0.0 0.0
H -2.4146 0.6710 5.0597 0.0 0.0 0.0
H -1.5019 -5.6388 0.9875 0.0 0.0 0.0
H -2.7109 -2.8985 3.6859 0.0 0.0 0.0
H 3.3648 1.7801 -1.6249 0.0 0.0 0.0
H 2.0965 -1.3193 3.4673 0.0 0.0 0.0
H 5.3138 -2.2727 0.3901 0.0 0.0 0.0
H -5.5695 0.4576 1.1409 0.0 0.0 0.0
H 6.3605 -0.1734 -0.4272 0.0 0.0 0.0
H 2.9734 0.2575 2.2316 0.0 0.0 0.0
H 2.0497 0.2722 -3.0828 0.0 0.0 0.0
H -5.2572 -1.4458 -2.0316 0.0 0.0 0.0
H 2.1340 5.7969 -3.3038 0.0 0.0 0.0
H -6.3381 1.1310 -1.0264 0.0 0.0 0.0
H -3.9981 1.2501 1.1257 0.0 0.0 0.0
H -6.1018 -1.2938 -0.5002 0.0 0.0 0.0
H -0.2989 6.0982 -3.4849 0.0 0.0 0.0
H 1.6339 -1.4086 -2.6951 0.0 0.0 0.0
H 4.8763 -0.3866 -3.8906 0.0 0.0 0.0
H -2.8194 2.4246 -0.3470 0.0 0.0 0.0
H 3.9986 -2.2321 1.5642 0.0 0.0 0.0
H -0.3625 -2.9777 2.7324 0.0 0.0 0.0
H -0.7421 -4.6085 -2.5338 0.0 0.0 0.0
H -2.1442 -5.5583 -0.6650 0.0 0.0 0.0
H 0.8452 0.9453 2.4888 0.0 0.0 0.0
H 1.6964 -1.7411 1.8124 0.0 0.0 0.0
H 1.8665 -4.1450 0.1642 0.0 0.0 0.0
H 1.2991 0.2813 4.8114 0.0 0.0 0.0
H 3.0897 3.8650 -2.1221 0.0 0.0 0.0
H -1.8005 2.1124 3.4933 0.0 0.0 0.0
H -3.0325 -2.3830 2.0233 0.0 0.0 0.0
H -0.4043 3.0024 2.8901 0.0 0.0 0.0
H 0.9423 1.9995 4.7472 0.0 0.0 0.0
H -3.5011 1.2507 -3.8949 0.0 0.0 0.0
H -3.1407 -0.1116 -4.9415 0.0 0.0 0.0
H 1.4718 -5.8441 0.2577 0.0 0.0 0.0
H -0.2708 0.8799 5.3490 0.0 0.0 0.0
H 0.3401 -1.6419 5.3898 0.0 0.0 0.0
H 5.0661 -2.4960 -1.6618 0.0 0.0 0.0
H -4.2190 -2.0891 3.2904 0.0 0.0 0.0
H -3.4017 -2.3668 -2.6948 0.0 0.0 0.0
H 3.2059 2.0406 0.0921 0.0 0.0 0.0
H 0.5755 -5.7179 -2.1457 0.0 0.0 0.0
H -5.3086 1.1574 -2.4468 0.0 0.0 0.0


How do the records compare in strongest force on any atom? In the order shown, they have 4.537 4.454 2.426 3.428 0.117 eV/Å.